Record 1
This record from the OMol25 dataset describes the molecule C7H9Cl. The level of theory is wB97M-V/def2-TZVPD.

Geometry as XYZ:
```
17
Properties=species:S:1:pos:R:3
C -2.55106 -0.18450 -0.19935
C -1.16050 0.10675 -0.15293
C -0.49786 1.24739 -0.03786
C 0.99268 1.20106 0.02835
C 1.29468 -0.16730 -0.01731
C -0.01080 -0.98544 -0.02415
C 2.36221 -0.80606 0.09553
H -2.83277 -0.57520 0.83119
H -3.11142 0.78030 -0.64604
H -2.86558 -1.02685 -0.83336
H -1.03938 2.24739 0.35118
H 1.59105 2.05017 -0.66432
H 1.38648 1.29497 1.13938
H 0.22980 -1.95224 -0.86545
H -0.01514 -1.59923 0.90778
H 2.38277 -1.80882 0.28022
Cl 3.84485 0.17762 -0.19285
```

Its energy above the lowest of the compared OMol25 structures with the same formula, charge and spin is 294.4 kJ/mol. The HOMO energy comes out at -8.61 eV. For the LUMO energy, the calculation gives 0.031 hartree. The calculation puts the energy at -19923.604 eV. For the HOMO-LUMO gap, the calculation gives 0.3471 Ha. Its SMILES is CC1=CC/C(=C\Cl)C1.

Record 2
This record from the OMol25 dataset describes a cluster of 6 separate species, H13NO5 in total. The level of theory is wB97M-V/def2-TZVPD.

Geometry as XYZ:
```
19
Properties=species:S:1:pos:R:3
N -1.10403 1.01958 -0.56996
H -0.18211 1.38551 -0.83558
H -1.72173 1.74819 -0.92740
H -1.10959 1.08272 0.44707
H 1.91777 1.44435 -2.55343
H 2.50036 2.58141 -1.76700
O 1.75417 1.97265 -1.75219
H -1.42307 -1.98952 0.36413
H -0.47846 -0.86198 0.22907
O -0.49981 -1.77724 0.54530
H -0.07264 -0.01905 -2.93986
H -0.02673 -0.38858 -4.39996
O 0.56214 -0.20541 -3.65587
H -1.57719 -0.25720 3.07344
H -0.06301 -0.04428 3.17820
O -0.85735 0.28733 2.72798
H 0.76398 -1.89144 2.15515
H 0.47371 -2.22794 3.63110
O 1.14361 -1.85912 3.04981
```

Its energy above the lowest of the compared OMol25 structures with the same formula, charge and spin is 77.4 kJ/mol. The HOMO energy comes out at -10.59 eV. For the LUMO energy, the calculation gives 0.024 hartree. The calculation puts the energy at -11939.073 eV. For the HOMO-LUMO gap, the calculation gives 0.4130 Ha. Its SMILES is N.O.O.O.O.O.